(1)
# C42H80CuF12NO20

A molecular structure, C42H80CuF12NO20 in a non-equilibrium geometry (ωB97M-V with the def2-TZVPD basis set, the Open Molecules 2025 dataset).

Multiplicity = 3
Largest force on an atom = 5.7 eV Å⁻¹
LUMO energy (spin up / spin down) = -5.66 / -9.78 eV
⟨S²⟩ = 2.006
DFT total energy = -6045.66804 hartree
Charge = +2

The geometry in XYZ format:
```
156
Properties=species:S:1:pos:R:3:mulliken_charge:R:1
Cu -0.22 2.24 3.78 0.805
C -1.28 0.23 0.97 0.145
O -0.33 0.71 0.00 0.449
O -1.03 0.93 2.19 0.718
C -2.78 0.14 0.43 0.455
F -2.83 -0.39 -0.72 -0.211
F -3.70 -0.58 1.09 -0.242
F -3.33 1.38 0.26 -0.104
C 0.30 -0.11 -1.04 0.608
C 1.33 0.75 -1.88 -1.568
H 1.07 1.80 -2.06 0.296
H 2.25 0.84 -1.32 0.430
H 1.55 0.22 -2.81 0.421
H -0.46 -0.42 -1.75 0.033
H 0.82 -0.97 -0.61 -0.554
H -1.07 -0.81 1.22 -0.897
C -4.69 -3.72 3.20 -0.186
C -5.97 -4.17 2.66 0.042
N -6.99 -4.45 2.23 -0.313
H -4.58 -3.65 4.28 0.358
H -4.51 -2.81 2.61 0.001
H -3.89 -4.41 2.95 0.122
C 2.40 1.08 2.36 -0.262
O 1.60 2.31 2.50 0.826
C 1.77 3.06 1.29 0.170
C 0.75 4.26 1.34 -1.182
O -0.34 3.90 2.18 0.278
C -1.41 4.86 2.27 -0.687
C -2.71 4.26 2.78 -0.959
O -2.36 3.27 3.80 -0.376
C -3.37 2.85 4.72 -0.944
H 2.25 0.43 3.22 -0.295
H 3.46 1.34 2.42 0.507
H 2.28 0.62 1.38 -0.199
H 1.57 2.69 0.28 -0.451
H 2.73 3.56 1.16 0.530
H 0.44 4.54 0.33 0.510
H 1.11 5.21 1.74 0.522
H -1.56 5.36 1.32 0.432
H -1.07 5.76 2.78 0.415
H -3.34 3.80 2.02 0.246
H -3.38 5.07 3.08 0.690
H -3.55 3.67 5.42 0.334
H -3.11 1.99 5.33 0.242
H -4.33 2.73 4.22 0.401
C -0.20 -3.88 5.67 -0.688
O -0.20 -2.42 5.70 -0.339
C -1.24 -1.71 4.87 0.492
C -1.57 -0.27 5.29 -1.186
O -0.44 0.58 5.21 0.144
C 0.34 0.62 6.41 -0.435
C 1.78 1.19 6.13 -0.869
O 1.65 2.28 5.18 -0.140
C 2.78 3.20 5.17 -1.083
H 0.57 -4.27 6.34 0.260
H -0.11 -4.25 4.65 0.207
H -1.19 -4.20 6.00 0.343
H -2.17 -2.26 4.98 0.342
H -0.89 -1.76 3.84 -0.380
H -2.16 -0.24 6.20 0.465
H -2.36 0.13 4.66 0.332
H 0.40 -0.34 6.93 0.415
H -0.20 1.17 7.18 0.471
H 2.49 0.43 5.81 0.318
H 2.11 1.65 7.06 0.519
H 3.17 3.50 6.15 0.424
H 2.55 4.16 4.70 0.283
H 3.64 2.74 4.69 0.318
C 0.10 -2.42 -9.25 -0.777
O -0.09 -1.48 -8.19 -0.314
C -0.87 -2.03 -7.16 -0.101
C -2.25 -1.38 -7.07 -0.296
O -3.05 -1.71 -5.88 -0.493
C -2.61 -1.47 -4.50 -0.718
C -2.35 -0.04 -4.24 0.427
O -1.36 0.62 -5.04 -0.227
C -1.53 1.99 -4.88 0.038
H 0.62 -1.95 -10.09 0.240
H -0.81 -2.85 -9.69 0.309
H 0.71 -3.22 -8.84 0.351
H -0.47 -2.06 -6.15 -0.012
H -0.85 -3.12 -7.26 0.399
H -2.81 -1.71 -7.94 0.334
H -2.21 -0.29 -7.03 0.168
H -1.65 -1.96 -4.31 0.344
H -3.48 -1.82 -3.96 0.301
H -1.98 0.06 -3.22 -0.277
H -3.29 0.48 -4.07 0.373
H -2.51 2.28 -5.26 0.408
H -0.94 2.61 -5.56 -0.124
H -1.33 2.28 -3.85 -0.228
C -1.87 -5.72 0.37 -0.726
O -0.74 -5.44 -0.37 -0.396
C 0.40 -5.20 0.41 -0.917
C 0.61 -3.67 0.76 0.799
O 1.81 -3.54 1.57 -0.168
C 2.02 -2.28 2.21 1.188
C 3.21 -2.49 3.16 -1.089
O 4.48 -2.43 2.47 -0.288
C 5.47 -3.17 3.03 -0.902
H -2.17 -6.76 0.43 0.357
H -2.72 -5.29 -0.16 0.305
H -1.94 -5.36 1.40 0.193
H 1.20 -5.57 -0.22 0.147
H 0.44 -5.74 1.36 0.492
H -0.27 -3.31 1.29 0.102
H 0.72 -3.15 -0.20 -0.512
H 1.14 -2.11 2.83 -0.622
H 2.24 -1.54 1.44 0.149
H 3.04 -3.25 3.92 0.544
H 3.16 -1.63 3.83 0.287
H 6.16 -3.49 2.25 0.341
H 5.21 -4.09 3.54 0.318
H 5.93 -2.67 3.88 0.327
C 2.74 -3.44 -2.09 -0.219
C 3.81 -4.41 -2.73 -0.768
O 4.07 -5.53 -1.88 -0.268
C 5.11 -5.59 -1.08 0.503
O 6.14 -4.94 -1.35 -0.578
C 4.86 -6.34 0.23 0.866
F 4.06 -7.40 0.10 -0.251
F 5.96 -6.77 0.92 -0.269
F 4.22 -5.53 1.06 -0.194
H 2.78 -2.49 -2.61 0.229
H 3.01 -3.11 -1.08 0.028
H 1.77 -3.94 -2.08 0.239
H 4.70 -3.77 -2.77 0.392
H 3.67 -4.86 -3.71 0.369
C 0.87 5.02 -5.83 -1.333
C 1.67 4.24 -4.76 0.090
O 2.14 3.06 -5.28 -0.216
C 2.98 2.23 -4.60 0.396
O 3.25 2.38 -3.44 -0.586
C 3.52 0.99 -5.34 0.898
F 3.21 0.91 -6.60 -0.238
F 4.80 1.03 -5.21 -0.236
F 2.89 -0.09 -4.76 -0.248
H 0.02 4.47 -6.24 0.342
H 1.65 5.29 -6.55 0.359
H 0.45 5.96 -5.46 0.389
H 0.95 4.03 -3.97 -0.055
H 2.47 4.87 -4.37 0.454
C -2.54 3.64 -1.80 -0.598
C -3.77 4.24 -1.10 -0.752
O -3.31 5.46 -0.38 -0.216
C -4.21 6.22 0.32 0.305
O -5.33 5.75 0.64 -0.559
C -3.61 7.60 0.81 0.959
F -2.33 7.75 0.38 -0.219
F -4.36 8.66 0.39 -0.232
F -3.67 7.47 2.12 -0.230
H -1.75 3.47 -1.07 -0.020
H -2.17 4.47 -2.40 0.643
H -2.77 2.73 -2.36 0.211
H -4.23 3.54 -0.40 0.301
H -4.50 4.39 -1.89 0.491
```

=====

(2)
# C4H10Br2N

2 unconnected molecules or ions with the total composition C4H10Br2N in a non-equilibrium geometry (ωB97M-V with the def2-TZVPD basis set, the Open Molecules 2025 dataset).

Largest force on an atom = 4.0 eV Å⁻¹
LUMO energy (spin up / spin down) = -4.24 / -4.24 eV
Energy relative to the best compared isomer or geometry (same formula, charge and spin) = 65.4 kcal/mol
DFT total energy = -5360.79442 hartree
Charge = +1

The geometry in XYZ format:
```
17
Properties=species:S:1:pos:R:3:mulliken_charge:R:1
C 1.01 -0.85 2.50 -0.777
C -1.14 -0.12 -2.44 -0.862
C 1.17 0.17 1.44 -0.290
C -0.85 0.01 0.10 -0.154
N -0.15 0.05 -1.28 -0.303
Br -2.17 1.35 0.29 0.012
Br -1.31 -1.80 0.50 -0.001
H 0.70 -0.62 3.50 0.314
H 2.00 -1.36 2.43 0.287
H 0.35 -1.70 2.26 0.219
H -1.81 0.77 -2.37 0.364
H -0.55 -0.26 -3.30 0.398
H -1.91 -0.97 -2.27 0.289
H 1.95 -0.04 0.69 0.255
H 0.99 1.24 1.40 0.424
H 0.62 -0.63 -1.42 0.422
H 0.27 0.96 -1.58 0.402
```

=====

(3)
# C26H64F12N3O3P3

6 unconnected molecules or ions with the total composition C26H64F12N3O3P3 in a non-equilibrium geometry (ωB97M-V with the def2-TZVPD basis set, the Open Molecules 2025 dataset).

Largest force on an atom = 2.3 eV Å⁻¹
LUMO energy = -5.75 eV
Energy relative to the best compared isomer or geometry (same formula, charge and spin) = 0.0 kcal/mol
DFT total energy = -3641.42247 hartree
Charge = +2

The geometry in XYZ format:
```
111
Properties=species:S:1:pos:R:3:mulliken_charge:R:1
C -2.82 0.55 4.54 -1.254
C -3.28 -0.26 3.31 -0.474
C -2.15 -0.70 2.41 0.197
C -1.15 -1.68 3.08 -1.292
P 0.53 -1.59 2.44 0.411
C 0.44 -2.16 0.74 -0.383
C 0.15 -3.65 0.54 -0.669
C -0.42 -3.93 -0.85 -0.923
C 0.63 -3.73 -1.96 -0.825
C 1.62 -2.81 3.24 -1.096
C 3.06 -2.84 2.71 -0.061
C 3.79 -4.06 3.28 -0.773
C 4.17 -3.89 4.75 -1.212
C 1.24 0.06 2.47 -0.330
C 0.89 0.97 3.67 0.063
C 1.58 0.50 4.93 0.070
C 1.49 1.46 6.11 -1.521
H -2.23 -0.06 5.23 0.343
H -3.63 1.01 5.10 0.439
H -2.11 1.33 4.23 0.237
H -4.03 0.38 2.84 0.007
H -3.84 -1.11 3.71 0.353
H -1.59 0.15 2.02 -0.136
H -2.52 -1.19 1.51 0.437
H -1.53 -2.69 2.89 0.774
H -1.11 -1.58 4.17 0.482
H 1.19 -1.82 0.03 0.353
H -0.46 -1.64 0.35 0.423
H -0.54 -4.01 1.31 0.502
H 1.07 -4.23 0.67 0.343
H -1.24 -3.22 -1.02 0.338
H -0.86 -4.93 -0.85 0.432
H 0.50 -2.71 -2.35 0.055
H 0.38 -4.38 -2.80 0.399
H 1.65 -3.89 -1.65 0.240
H 1.08 -3.75 3.16 0.595
H 1.68 -2.54 4.30 0.691
H 3.62 -1.93 2.86 0.346
H 2.98 -2.96 1.62 -0.095
H 4.69 -4.23 2.68 0.452
H 3.18 -4.95 3.15 0.336
H 4.70 -2.94 4.88 0.307
H 4.90 -4.65 5.02 0.425
H 3.35 -4.05 5.44 0.305
H 0.87 0.55 1.55 -0.588
H 2.31 -0.01 2.27 0.746
H -0.20 1.04 3.72 -0.715
H 1.24 1.97 3.37 0.730
H 2.65 0.38 4.74 0.230
H 1.17 -0.46 5.27 0.220
H 0.44 1.75 6.27 0.287
H 1.97 2.41 5.85 0.368
H 1.99 1.12 7.01 0.408
C -2.41 0.08 -3.69 -1.415
C -1.47 0.76 -4.64 1.376
C -1.35 0.10 -5.98 -0.874
O -0.49 0.98 -6.70 -0.390
C -0.02 0.45 -7.93 -0.800
N -1.93 2.19 -4.79 -0.202
H -1.62 2.73 -3.97 0.230
H -1.62 2.57 -5.69 0.370
H -2.95 2.34 -4.79 0.402
H -2.58 0.62 -2.75 0.229
H -2.05 -0.88 -3.32 0.313
H -3.40 -0.12 -4.12 0.445
H -0.48 0.91 -4.21 -0.512
H -2.30 -0.03 -6.51 0.392
H -0.85 -0.88 -5.94 0.483
H 0.23 -0.61 -7.85 0.334
H 0.84 1.03 -8.26 0.272
H -0.76 0.55 -8.74 0.333
C -7.74 1.62 1.28 -1.097
C -6.99 2.89 1.14 0.644
O -7.14 3.89 1.71 -0.355
N -5.84 2.86 0.12 -0.124
H -5.69 1.97 -0.36 0.395
H -6.09 3.53 -0.62 0.356
C -4.54 3.31 0.71 -0.850
H -7.10 0.85 1.73 0.291
H -8.00 1.22 0.29 0.393
H -8.64 1.80 1.86 0.336
H -4.12 2.73 1.53 0.329
H -4.65 4.34 1.04 0.384
H -3.79 3.24 -0.08 0.283
C 2.76 0.80 -4.54 -0.700
C 3.28 2.10 -4.05 0.745
O 3.75 2.97 -4.70 -0.461
N 3.38 2.23 -2.55 0.326
H 2.53 1.81 -2.17 -0.229
H 4.21 1.68 -2.31 0.289
C 3.36 3.61 -2.02 -0.782
H 2.38 0.17 -3.73 0.153
H 3.68 0.28 -4.85 0.428
H 2.08 0.96 -5.36 0.068
H 4.22 4.23 -2.27 0.384
H 3.36 3.54 -0.94 0.286
H 2.48 4.03 -2.49 0.331
P 4.79 -0.90 -0.91 1.355
F 6.05 -1.86 -1.06 -0.358
F 3.78 -2.16 -0.78 -0.379
F 5.00 -0.89 0.70 -0.383
F 3.54 0.13 -0.71 -0.409
F 5.76 0.40 -1.04 -0.432
F 4.51 -0.88 -2.51 -0.389
P -0.14 2.38 -0.86 1.541
F 0.09 3.93 -0.84 -0.479
F 0.32 2.32 -2.46 -0.368
F 1.40 2.05 -0.47 -0.406
F -0.35 0.76 -0.87 -0.402
F -0.49 2.34 0.71 -0.227
F -1.67 2.56 -1.37 -0.471
```

=====

(4)
# C20H35Cl2F6N4O6

3 unconnected molecules or ions with the total composition C20H35Cl2F6N4O6 in a non-equilibrium geometry (ωB97M-V with the def2-TZVPD basis set, the Open Molecules 2025 dataset).

Largest force on an atom = 2.1 eV Å⁻¹
LUMO energy = -2.17 eV
DFT total energy = -2972.88177 hartree
Charge = +1

The geometry in XYZ format:
```
73
Properties=species:S:1:pos:R:3:mulliken_charge:R:1
C -2.06 2.12 -2.19 -1.326
C -1.41 2.00 -3.51 0.764
Cl -1.50 3.43 -4.46 -0.188
C -0.83 0.94 -3.98 -1.014
Cl -0.19 0.96 -5.57 -0.089
C -0.77 -0.31 -3.17 -0.279
O -0.60 -1.47 -3.95 -0.480
C -1.00 -2.55 -3.17 -0.784
C -0.20 -2.76 -1.88 -0.707
N 0.30 -1.52 -1.19 0.962
C -0.29 -1.44 0.19 -1.441
C -1.79 -1.26 0.21 0.536
C -2.39 -1.57 1.60 -0.649
O -3.38 -0.66 1.94 -0.509
C 0.20 -0.22 -1.95 0.883
C 1.56 0.46 -2.13 -2.816
C 2.65 -0.14 -3.06 1.300
N 2.51 -1.52 -3.48 -0.594
N 3.92 -0.03 -2.28 -0.801
N 2.85 0.63 -4.27 -0.548
H -2.93 2.75 -2.28 0.575
H -2.41 1.18 -1.79 0.026
H -1.40 2.60 -1.46 0.319
H -1.76 -0.39 -2.72 1.176
H -2.07 -2.51 -2.95 0.329
H -0.86 -3.44 -3.77 0.406
H 0.66 -3.36 -2.13 0.430
H -0.79 -3.38 -1.24 0.582
H 1.29 -1.67 -1.02 -0.222
H 0.02 -2.30 0.76 0.723
H 0.20 -0.59 0.66 0.584
H -2.32 -1.84 -0.53 0.151
H -2.00 -0.21 0.04 -0.265
H -1.58 -1.59 2.34 0.360
H -2.86 -2.53 1.53 0.365
H -3.05 0.24 1.79 0.328
H -0.34 0.45 -1.29 0.219
H 1.36 1.48 -2.41 1.036
H 2.00 0.53 -1.14 0.435
H 2.27 -2.19 -2.77 0.077
H 2.01 -1.64 -4.35 0.300
H 4.64 -0.48 -2.83 0.402
H 3.81 -0.66 -1.48 0.003
H 2.47 1.56 -4.16 0.266
H 3.84 0.78 -4.38 0.333
C 3.47 -3.68 4.89 -1.094
C 3.88 -2.31 4.39 -0.231
O 4.19 -2.33 2.97 -0.317
C 3.17 -2.37 2.14 0.229
O 2.01 -2.39 2.42 -0.526
C 3.69 -2.36 0.69 1.170
F 4.64 -3.26 0.48 -0.252
F 4.17 -1.15 0.36 -0.381
F 2.66 -2.63 -0.16 -0.421
H 4.25 -4.41 4.66 0.321
H 3.31 -3.65 5.96 0.377
H 2.55 -4.02 4.41 0.306
H 4.79 -1.99 4.88 0.338
H 3.12 -1.56 4.59 0.314
C -4.88 4.80 1.58 -1.032
C -3.69 5.49 2.21 -0.207
O -3.28 4.85 3.43 -0.321
C -2.61 3.72 3.31 0.362
O -2.29 3.18 2.29 -0.526
C -2.23 3.19 4.71 0.905
F -3.29 3.17 5.52 -0.249
F -1.29 3.96 5.26 -0.256
F -1.75 1.94 4.62 -0.223
H -5.70 4.73 2.29 0.322
H -5.22 5.34 0.70 0.376
H -4.63 3.78 1.28 0.234
H -3.97 6.51 2.49 0.326
H -2.85 5.56 1.53 0.298
```

=====

Which of these has the highest largest force on an atom? C42H80CuF12NO20

=====

Which of these has the highest largest force on an atom? C42H80CuF12NO20

=====

What is the DFT total energy in the first record? -6045.66804 hartree

=====

DFT total energy of number 2 (C4H10Br2N)? -5360.79442 hartree